The following is a quantum chemistry calculation of 2 unconnected molecules or ions with the total composition C4H6FP, from OMol25.

Positions of all 12 atoms, in Å:
C -0.994 1.419 0.320
C 0.027 0.689 -0.023
C 0.250 -1.857 -0.133
C -0.012 -0.607 -0.847
F -0.591 -2.015 0.932
P 2.599 -2.112 0.880
H -0.886 2.416 0.744
H -1.936 0.951 0.251
H 1.103 1.182 0.046
H 0.683 -0.261 -1.587
H -1.048 -0.917 -1.238
H 1.850 -1.877 2.168

Total charge: 0
HOMO (spin up / spin down), eV: -8.05 / -8.85
Lowest unoccupied orbital energy (spin up / spin down), eV: -1.26 / -0.99
Gap between HOMO and LUMO (spin up / spin down), Eh: 0.250 / 0.289
Spin multiplicity: 1
Relative energy (zero: lowest compared OMol25 entry of this formula, charge and spin), kJ/mol: 454.5

***

The following is a quantum chemistry calculation of 5 unconnected molecules or ions with the total composition C24H54FNO26P5, from OMol25.

Positions of all 111 atoms, in Å:
C -1.395 2.279 -0.159
C -1.683 0.966 -0.914
C -0.413 0.123 -0.866
O 0.322 0.167 0.080
O -0.213 -0.607 -1.979
C 0.571 -1.778 -1.797
C 1.911 -1.607 -2.510
N 2.793 -0.769 -1.722
C 3.590 -1.571 -0.814
C 3.470 -1.132 0.652
O 2.518 -1.449 1.303
O 4.492 -0.397 1.243
C 3.602 0.150 -2.546
C 4.318 -0.664 -3.666
C 5.651 -0.128 -4.133
O 5.780 0.436 -5.173
F 6.767 -0.333 -3.364
C 4.600 0.948 -1.652
P 4.977 2.677 -2.113
O 5.346 2.917 -3.493
O 6.292 3.033 -1.188
O 3.845 3.691 -1.607
C 2.597 1.196 -3.148
O 2.665 1.487 -4.350
O 1.763 1.630 -2.350
H -1.925 3.131 -0.577
H -1.646 2.152 0.893
H -0.343 2.544 -0.202
H -2.553 0.420 -0.561
H -1.807 1.235 -1.963
H 0.676 -2.097 -0.762
H 0.049 -2.583 -2.326
H 2.304 -2.622 -2.684
H 1.676 -1.202 -3.493
H 4.653 -1.610 -1.091
H 3.269 -2.611 -0.793
H 5.095 -0.988 1.700
H 4.482 -1.707 -3.377
H 3.673 -0.659 -4.536
H 4.128 0.997 -0.667
H 5.543 0.425 -1.508
H 5.989 3.096 -0.276
H 3.586 3.467 -0.705
C -7.380 1.986 4.075
O -6.030 1.553 4.263
P -5.260 0.869 3.056
O -5.615 1.363 1.727
O -5.478 -0.699 3.262
C -6.771 -1.244 3.006
O -3.767 1.062 3.504
C -2.778 0.167 2.967
H -7.402 3.072 4.001
H -7.829 1.557 3.181
H -7.960 1.676 4.944
H -7.251 -0.746 2.162
H -7.393 -1.146 3.898
H -6.652 -2.299 2.770
H -2.948 -0.012 1.906
H -2.810 -0.773 3.516
H -1.797 0.613 3.098
C 5.979 -4.364 3.515
O 5.736 -4.332 4.925
P 4.379 -4.925 5.493
O 3.844 -6.074 4.764
O 3.392 -3.684 5.605
C 2.864 -3.117 4.398
O 4.770 -5.176 6.999
C 3.716 -5.234 7.966
H 6.715 -5.135 3.296
H 5.072 -4.565 2.946
H 6.379 -3.396 3.219
H 2.666 -3.886 3.650
H 3.567 -2.386 4.001
H 1.932 -2.613 4.636
H 2.864 -5.798 7.586
H 3.403 -4.224 8.227
H 4.104 -5.725 8.854
C 6.634 3.005 -7.429
O 6.411 3.343 -8.816
P 6.593 2.249 -9.934
O 6.243 0.880 -9.565
O 8.096 2.428 -10.453
C 9.156 2.008 -9.597
O 5.763 2.884 -11.119
C 6.077 2.479 -12.451
H 5.680 2.936 -6.912
H 7.168 2.064 -7.315
H 7.223 3.803 -6.981
H 8.884 1.110 -9.040
H 9.408 2.812 -8.904
H 10.024 1.789 -10.216
H 6.254 1.404 -12.505
H 6.961 3.015 -12.799
H 5.235 2.736 -13.088
C -10.982 2.431 6.771
O -10.935 1.191 6.054
P -11.958 0.937 4.870
O -12.333 2.119 4.098
O -13.179 0.163 5.542
C -14.052 0.889 6.408
O -11.224 -0.204 4.072
C -12.014 -1.059 3.235
H -10.138 3.050 6.472
H -11.906 2.977 6.587
H -10.904 2.211 7.834
H -14.199 1.911 6.057
H -13.639 0.898 7.418
H -15.012 0.380 6.423
H -12.762 -0.489 2.684
H -12.503 -1.818 3.845
H -11.346 -1.548 2.531

Total charge: -1
HOMO, eV: -4.85
Lowest unoccupied orbital energy, eV: 1.50
Gap between HOMO and LUMO, Eh: 0.233
Spin multiplicity: 1

***

The following is a quantum chemistry calculation of a molecular structure, C17H19NOS, from OMol25.

Positions of all 39 atoms, in Å:
C -1.175 3.236 1.202
H -0.334 2.694 1.428
C -2.379 2.500 0.930
H -2.622 2.025 2.017
H -3.224 3.404 0.979
C -2.416 1.476 0.066
N -1.493 0.410 0.333
C -1.484 -0.783 0.282
O -2.602 -1.288 0.231
C -0.381 -1.665 0.437
C 0.793 -1.358 1.389
C 0.410 -0.503 2.586
C 1.122 0.193 3.534
C 2.526 -0.339 3.246
C 3.023 -0.906 2.226
C 1.939 -1.558 1.371
H 2.212 -1.971 0.492
H 3.910 -1.252 2.149
H 3.293 0.115 3.880
H 0.766 0.430 4.335
H -0.733 -0.242 2.731
H -0.693 -2.920 0.817
S 0.349 -2.154 -1.292
C 0.357 -0.569 -1.892
C -0.121 -0.012 -3.088
C -0.351 1.219 -3.628
C 0.420 2.268 -2.947
C 1.470 1.739 -2.082
C 1.253 0.458 -1.335
H 1.897 0.259 -0.621
H 2.152 2.506 -1.637
H 0.655 3.231 -3.415
H -0.990 1.425 -4.416
H -1.132 -0.718 -3.302
H -0.410 0.826 0.322
H -2.072 1.844 -1.107
H -3.181 1.064 -0.138
H -1.385 3.869 1.987
H -0.811 3.690 0.286

Total charge: 0
HOMO, eV: -8.56
Lowest unoccupied orbital energy, eV: 0.02
Gap between HOMO and LUMO, Eh: 0.315
Spin multiplicity: 1
Relative energy (zero: lowest compared OMol25 entry of this formula, charge and spin), kJ/mol: 1424.3

***

Table of F_max (eV Å⁻¹), in record order: 4.299 2.474 18.507